<P>
The following is a quantum chemistry calculation of a gas-phase ion, C3H6IN2 (charge +1), from the Open Molecules 2025 dataset.

Geometry as XYZ:
```
12
Properties=species:S:1:pos:R:3:nbo_charge:R:1
I 2.881 -0.148 -0.051 0.21
C 0.823 -0.018 -0.663 -0.17
C -0.018 -1.043 -0.053 -0.29
N -1.075 -0.377 0.595 -0.48
C -0.894 0.895 0.442 0.39
N 0.128 1.197 -0.270 -0.53
H 0.687 -0.037 -1.698 0.23
H -0.338 -1.724 -0.780 0.24
H 0.625 -1.570 0.701 0.24
H -1.917 -0.729 0.981 0.45
H -1.626 1.520 0.943 0.25
H 0.723 2.034 -0.147 0.46
```

Summary:
* E_LUMO: -4.02 eV
* SMILES: I[C@H]1C[NH+]=CN1
* total charge: +1
* multiplicity: 1



<Q>
The following is a quantum chemistry calculation of 2 unconnected molecules or ions with the total composition C3H6IN2, from the Open Molecules 2025 dataset.

Geometry as XYZ:
```
12
Properties=species:S:1:pos:R:3:nbo_charge:R:1
C -0.120 1.319 1.140 0.29
C -0.041 0.339 0.179 0.25
C -0.611 0.028 1.396 -0.13
N 0.214 2.585 1.228 -0.74
N 0.253 -0.177 -0.945 -0.72
I 0.054 -3.708 -1.617 -0.14
H 0.626 2.882 0.294 0.44
H -1.235 -0.639 1.918 0.27
H 0.039 3.145 2.059 0.45
H -0.029 -1.126 -1.268 0.43
H 0.642 0.352 -1.764 0.43
H 0.208 -5.000 -2.619 0.16
```

Summary:
* E_LUMO: -3.39 eV
* total charge: +1
* multiplicity: 1



Relative energies, unit kJ/mol: <P> 0.0; <Q> 144.6